Record 1
ORCA calculation (ωB97M-V/def2-TZVPD) on a cluster of 7 separate species, C31H77O11S2 in total.

The geometry in ORCA input format:
```
! wB97M-V def2-TZVPD RIJCOSX def2/J DEFGRID3
* xyz 1 1
C 2.421 -1.576 -4.098
C 1.993 -0.130 -3.903
O 1.433 0.424 -5.123
C 0.086 0.274 -5.225
S -0.767 1.730 -4.462
O -0.943 2.734 -5.692
C -2.389 1.108 -4.077
C -2.265 0.258 -2.788
C -3.255 -0.899 -2.698
C -3.026 -2.142 -3.561
S -3.787 -2.097 -5.190
O -4.651 -0.958 -5.239
O -4.234 -3.394 -5.549
O -2.538 -1.787 -6.172
H 1.671 -2.283 -3.742
H 3.335 -1.773 -3.540
H 2.612 -1.763 -5.154
H 1.241 -0.042 -3.109
H 2.819 0.519 -3.624
H -0.229 0.254 -6.273
H -0.297 -0.596 -4.675
H -1.660 2.484 -6.300
H -2.847 0.587 -4.923
H -2.994 2.000 -3.877
H -1.243 -0.122 -2.657
H -2.446 0.930 -1.949
H -4.271 -0.540 -2.865
H -3.213 -1.242 -1.661
H -3.530 -2.986 -3.086
H -1.981 -2.444 -3.668
H -1.770 -1.502 -5.670
C -5.054 0.905 2.660
C -4.552 -0.213 1.766
O -3.374 0.110 1.039
C -2.232 0.444 1.818
C -1.740 -0.665 2.727
H -5.236 1.812 2.081
H -5.989 0.603 3.133
H -4.347 1.144 3.456
H -5.295 -0.437 0.999
H -4.404 -1.130 2.347
H -2.415 1.358 2.391
H -1.458 0.683 1.085
H -2.474 -0.933 3.488
H -0.837 -0.332 3.239
H -1.508 -1.561 2.149
C -1.431 3.508 5.743
C -0.095 2.794 5.635
O 0.232 2.370 4.320
C 0.342 3.396 3.348
C 1.403 4.439 3.655
H -2.237 2.875 5.366
H -1.638 3.742 6.788
H -1.443 4.447 5.188
H -0.118 1.874 6.220
H 0.705 3.416 6.050
H -0.629 3.883 3.192
H 0.589 2.874 2.422
H 1.180 4.986 4.571
H 1.455 5.165 2.843
H 2.382 3.970 3.767
C -7.172 2.412 -1.622
C -5.682 2.313 -1.885
O -5.246 2.947 -3.082
C -5.512 4.344 -3.168
C -4.854 5.169 -2.078
H -7.741 2.005 -2.458
H -7.421 1.844 -0.724
H -7.493 3.441 -1.458
H -5.404 1.265 -2.015
H -5.117 2.687 -1.024
H -6.590 4.523 -3.186
H -5.126 4.638 -4.145
H -5.233 4.920 -1.087
H -5.055 6.227 -2.250
H -3.772 5.023 -2.077
C 4.132 -2.585 1.637
C 3.954 -3.259 0.288
O 4.211 -2.410 -0.825
C 5.519 -1.858 -0.880
C 6.631 -2.885 -0.987
H 3.491 -1.705 1.715
H 3.855 -3.283 2.428
H 5.161 -2.271 1.814
H 2.916 -3.572 0.172
H 4.569 -4.163 0.229
H 5.690 -1.200 -0.021
H 5.518 -1.224 -1.769
H 6.677 -3.532 -0.111
H 7.591 -2.375 -1.069
H 6.496 -3.514 -1.869
C 5.234 2.171 3.096
C 6.563 1.446 2.969
O 6.860 1.015 1.652
C 6.996 2.033 0.676
C 8.105 3.029 0.963
H 4.422 1.532 2.744
H 5.047 2.423 4.141
H 5.212 3.099 2.522
H 6.536 0.530 3.560
H 7.378 2.060 3.367
H 6.044 2.558 0.528
H 7.212 1.497 -0.250
H 7.916 3.604 1.871
H 8.187 3.737 0.137
H 9.061 2.517 1.076
C -1.480 -4.564 2.340
C -0.510 -4.840 1.204
O 0.803 -5.149 1.627
C 0.935 -6.294 2.458
C 0.463 -7.585 1.816
H -1.110 -3.758 2.975
H -2.451 -4.270 1.935
H -1.639 -5.443 2.965
H -0.396 -3.944 0.589
H -0.906 -5.628 0.552
H 0.426 -6.135 3.415
H 2.002 -6.354 2.671
H -0.608 -7.575 1.607
H 0.657 -8.421 2.489
H 0.993 -7.767 0.880
*
```

Summary:
molecular weight	690.08	g/mol
LUMO energy	-3.3	eV
E_tot	-77577.928	eV
highest occupied orbital energy	-11.21	eV
F_max	0.4	eV/A
HOMO-LUMO gap	7.933	eV

Mulliken population analysis, charges in e, atoms 1 to 8: -0.890, 0.006, -0.419, -0.172, 0.432, -0.413, -0.517, -0.278



Record 2
ORCA calculation (ωB97M-V/def2-TZVPD) on a cluster of 10 separate species, C31H78BN12O17 in total.

The geometry in ORCA input format:
```
! wB97M-V def2-TZVPD RIJCOSX def2/J DEFGRID3
* xyz -1 1
O 2.177 2.214 -2.948
C 1.512 1.344 -2.358
O 1.879 0.764 -1.254
B 0.751 -0.129 -0.831
O -0.175 -0.110 -1.922
C 0.089 0.848 -2.820
O -0.590 1.292 -3.748
O 0.198 0.355 0.451
C 0.771 -0.409 1.455
O 0.580 -0.282 2.695
C 1.395 -1.618 0.725
O 1.225 -1.477 -0.517
O 1.878 -2.613 1.214
C 0.671 -4.629 6.729
C 0.078 -5.708 5.870
C 1.083 -6.911 5.709
O 1.696 -7.136 6.950
C 2.616 -8.224 6.884
N -1.249 -6.028 6.439
H 0.078 -3.741 6.942
H 1.507 -4.090 6.284
H 1.042 -4.915 7.713
H -0.026 -5.250 4.887
H 1.823 -6.463 5.045
H 0.636 -7.762 5.194
H 2.097 -9.180 6.946
H 3.350 -8.328 7.682
H 3.284 -8.080 6.035
H -1.560 -5.197 6.921
H -0.946 -6.617 7.202
C 2.613 3.872 8.047
C 2.557 2.333 8.090
C 3.280 1.646 9.248
O 3.196 0.267 9.136
C 4.209 -0.481 9.907
N 1.139 1.739 7.921
H 3.644 4.158 7.838
H 2.306 4.433 8.930
H 2.015 4.085 7.161
H 3.098 1.940 7.229
H 2.819 1.957 10.186
H 4.314 1.985 9.176
H 4.236 -1.549 9.691
H 3.836 -0.397 10.928
H 5.235 -0.116 9.921
H 1.406 0.845 8.308
H 1.125 1.406 6.968
C 7.429 -1.213 -0.223
C 6.980 -1.072 -1.659
C 7.521 0.266 -2.198
O 7.688 0.155 -3.588
C 8.307 1.253 -4.183
N 7.525 -2.128 -2.488
H 7.309 -0.232 0.238
H 8.475 -1.467 -0.050
H 6.823 -1.943 0.314
H 5.896 -1.123 -1.767
H 8.447 0.556 -1.702
H 6.809 1.078 -2.044
H 9.350 1.335 -3.878
H 7.914 2.165 -3.732
H 8.408 1.142 -5.262
H 7.119 -2.056 -3.410
H 8.409 -1.646 -2.562
C -9.466 -2.038 -5.312
C -8.418 -1.707 -4.299
C -7.650 -0.408 -4.778
O -7.237 -0.402 -6.183
C -6.448 0.792 -6.480
N -8.948 -1.639 -2.953
H -9.885 -2.961 -4.910
H -8.906 -2.221 -6.229
H -10.171 -1.211 -5.399
H -7.705 -2.519 -4.154
H -6.865 -0.132 -4.074
H -8.273 0.483 -4.699
H -6.549 1.593 -5.747
H -6.763 1.151 -7.459
H -5.433 0.395 -6.466
H -8.231 -1.798 -2.259
H -9.695 -2.269 -2.698
C -3.480 -4.203 -6.437
C -2.202 -5.034 -6.113
C -1.078 -4.108 -5.460
O 0.238 -4.803 -5.505
C 1.204 -4.320 -4.553
N -2.402 -6.256 -5.247
H -3.378 -3.581 -7.326
H -3.710 -3.684 -5.507
H -4.329 -4.737 -6.865
H -1.981 -5.473 -7.086
H -1.336 -3.876 -4.426
H -0.945 -3.210 -6.063
H 2.218 -4.421 -4.939
H 1.129 -4.823 -3.590
H 1.051 -3.268 -4.309
H -2.341 -5.838 -4.329
H -1.701 -6.983 -5.279
C -2.936 5.849 3.540
C -2.779 6.143 2.033
C -1.450 6.828 1.624
O -0.308 6.023 1.873
C 0.345 5.534 0.716
N -3.128 4.983 1.350
H -2.047 5.411 3.992
H -3.842 5.299 3.794
H -3.013 6.797 4.074
H -3.555 6.850 1.741
H -1.166 7.762 2.111
H -1.360 7.146 0.586
H 1.295 5.123 1.056
H 0.363 6.131 -0.196
H -0.243 4.624 0.595
H -3.791 4.522 1.957
H -2.302 4.402 1.334
C -2.466 5.833 -3.721
O -2.797 6.986 -3.515
N -1.827 5.515 -4.819
N -2.787 4.816 -2.983
H -1.689 4.534 -5.016
H -1.716 6.199 -5.553
H -2.960 4.981 -2.002
H -2.476 3.874 -3.170
C -5.072 -2.544 0.151
O -6.204 -2.866 0.290
N -4.177 -3.405 -0.299
N -4.467 -1.392 0.321
H -4.324 -4.402 -0.372
H -3.208 -3.155 -0.162
H -4.986 -0.629 0.732
H -3.467 -1.279 0.231
C 4.639 7.468 -4.486
O 5.373 8.441 -4.682
N 5.078 6.262 -4.221
N 3.372 7.419 -4.437
H 6.023 6.200 -3.872
H 4.480 5.449 -4.267
H 2.992 6.496 -4.285
H 2.960 8.171 -4.972
*
```

Summary:
molecular weight	901.84	g/mol
LUMO energy	1.9	eV
E_tot	-86778.357	eV
highest occupied orbital energy	-7.40	eV
F_max	5.9	eV/A
HOMO-LUMO gap	9.257	eV

Mulliken population analysis, charges in e, atoms 1 to 8: -0.704, 0.626, -0.503, 1.092, -0.334, 0.617, -0.687, -0.404



Record 3
ORCA calculation (ωB97M-V/def2-TZVPD) on a structure of composition C31H78F8N6O8Si2.

The geometry in ORCA input format:
```
! wB97M-V def2-TZVPD RIJCOSX def2/J DEFGRID3
* xyz 0 1
F 0.878 2.618 2.155
C 1.019 1.402 1.570
F 0.020 1.203 0.685
C 2.389 1.291 0.898
F 2.434 0.120 0.240
F 3.298 1.244 1.909
C 2.781 2.454 -0.035
F 3.245 3.492 0.707
F 1.634 2.855 -0.652
C 3.808 2.093 -1.141
F 3.128 1.523 -2.175
F 4.291 3.291 -1.581
C 4.996 1.192 -0.741
O 6.195 1.893 -0.655
C 6.450 2.511 0.598
C 7.088 3.874 0.376
Si 8.318 3.977 -1.043
O 8.560 5.609 -1.337
Si 7.529 6.407 -2.382
H 0.967 0.635 2.342
H 5.105 0.464 -1.530
H 4.825 0.635 0.174
H 5.520 2.646 1.143
H 7.077 1.865 1.205
H 6.295 4.588 0.176
H 7.542 4.179 1.315
H 7.774 3.330 -2.245
H 9.607 3.333 -0.721
H 6.510 7.139 -1.599
H 6.814 5.476 -3.270
H 8.343 7.340 -3.181
C -1.919 -2.248 6.137
C -0.451 -2.382 5.749
C 0.168 -1.082 5.218
O -0.202 -0.757 3.891
C -1.442 -0.084 3.749
N -0.308 -3.496 4.807
H -2.572 -2.218 5.264
H -2.226 -3.106 6.734
H -2.095 -1.347 6.727
H 0.106 -2.643 6.654
H 1.254 -1.204 5.195
H -0.050 -0.239 5.887
H -1.628 0.601 4.581
H -2.276 -0.783 3.656
H -1.390 0.495 2.827
H 0.677 -3.665 4.629
H -0.681 -3.195 3.911
C 3.750 9.415 -6.888
C 3.317 8.316 -5.924
C 4.262 8.127 -4.729
O 5.461 7.438 -5.027
C 6.492 8.235 -5.585
N 3.109 7.075 -6.674
H 4.583 9.099 -7.515
H 2.927 9.673 -7.554
H 4.047 10.318 -6.352
H 2.350 8.612 -5.506
H 3.751 7.508 -3.988
H 4.488 9.088 -4.247
H 6.485 9.246 -5.169
H 6.414 8.287 -6.673
H 7.442 7.763 -5.339
H 2.714 6.371 -6.059
H 4.023 6.708 -6.925
C -5.822 -6.304 2.976
C -5.868 -4.837 2.569
C -4.888 -3.949 3.347
O -5.293 -3.642 4.666
C -4.992 -4.628 5.636
N -7.253 -4.363 2.667
H -6.317 -6.483 3.930
H -6.338 -6.910 2.233
H -4.794 -6.666 3.048
H -5.575 -4.776 1.517
H -4.819 -2.986 2.833
H -3.881 -4.387 3.353
H -4.045 -5.129 5.414
H -5.789 -5.371 5.717
H -4.899 -4.123 6.597
H -7.313 -3.419 2.297
H -7.478 -4.266 3.653
C -1.448 3.271 -1.261
C -1.642 4.004 -2.583
C -2.187 5.431 -2.429
O -3.568 5.508 -2.140
C -3.912 5.363 -0.776
N -2.472 3.182 -3.469
H -2.394 2.932 -0.839
H -0.830 2.390 -1.411
H -0.952 3.907 -0.525
H -0.657 4.099 -3.050
H -2.062 5.948 -3.383
H -1.613 5.991 -1.679
H -3.155 5.808 -0.124
H -4.053 4.314 -0.504
H -4.857 5.883 -0.619
H -2.512 3.611 -4.389
H -3.427 3.227 -3.127
C 4.633 -3.506 -2.866
C 4.768 -2.175 -3.597
C 4.772 -2.302 -5.126
O 5.988 -2.769 -5.674
C 6.149 -4.175 -5.687
N 5.953 -1.472 -3.093
H 5.562 -4.076 -2.884
H 4.381 -3.336 -1.820
H 3.846 -4.121 -3.308
H 3.893 -1.570 -3.338
H 4.629 -1.305 -5.550
H 3.936 -2.924 -5.471
H 5.197 -4.684 -5.865
H 6.589 -4.540 -4.756
H 6.831 -4.418 -6.501
H 5.986 -0.543 -3.505
H 6.773 -1.937 -3.473
C -11.230 -9.550 3.550
C -10.355 -8.515 2.852
C -8.870 -8.592 3.231
O -8.558 -8.045 4.498
C -8.760 -8.913 5.597
N -10.915 -7.180 3.078
H -11.416 -9.288 4.592
H -12.199 -9.613 3.057
H -10.771 -10.540 3.523
H -10.408 -8.715 1.777
H -8.310 -7.992 2.512
H -8.491 -9.621 3.158
H -8.530 -9.950 5.337
H -9.783 -8.851 5.977
H -8.087 -8.596 6.394
H -10.399 -6.501 2.526
H -10.719 -6.922 4.041
*
```

Summary:
molecular weight	871.15	g/mol
LUMO energy	0.5	eV
E_tot	-96225.857	eV
highest occupied orbital energy	-9.10	eV
F_max	0.9	eV/A
HOMO-LUMO gap	9.628	eV

Mulliken population analysis, charges in e, atoms 1 to 8: -0.304, 0.507, -0.215, 0.711, -0.314, -0.328, 0.435, -0.298



Which of these has the highest HOMO-LUMO gap? C31H78F8N6O8Si2